DFT (wB97M-V/def2-TZVPD) results for the molecule C6H3Br in a non-equilibrium geometry.

Last column: Mulliken charge in e.
Geometry (Å):
C1 0.18 -0.44 0.18  -0.510
C2 1.48 -0.91 0.11  0.226
C3 -0.49 2.24 -0.19  -0.188
C4 -0.01 0.91 0.06  0.384
C5 0.89 2.02 0.17  -0.604
C6 2.40 -0.18 -0.41  -0.377
Br1 4.25 -0.11 0.04  -0.049
H1 -0.72 -1.00 0.39  0.351
H2 1.69 -1.92 0.55  0.336
H3 -1.35 2.77 -0.39  0.431

Results
- LUMO energy (alpha / beta) (eV) = -1.884 / -1.259
- highest occupied orbital energy (alpha / beta) (eV) = -8.64 / -8.29
- energy (eV) = -76304.2973
- relative energy (zero: lowest compared OMol25 entry of this formula, charge and spin) (kcal per mole) = 37.5
- gap between HOMO and LUMO (alpha / beta) (eV) = 6.76 / 7.03